{
  "formula": "C18H33BClF5N11O11",
  "method": "ωB97M-V with the def2-TZVPD basis set",
  "species": ["C", "C", "C", "C", "C", "C", "F", "F", "C", "F", "F", "F", "C", "C", "O", "O", "O", "C", "Cl", "C", "B", "O", "O", "N", "O", "C", "C", "H", "H", "H", "H", "H", "H", "H", "H", "H", "H", "H", "H", "H", "C", "O", "N", "N", "H", "H", "H", "H", "C", "O", "N", "N", "H", "H", "H", "H", "C", "O", "N", "N", "H", "H", "H", "H", "C", "O", "N", "N", "H", "H", "H", "H", "C", "O", "N", "N", "H", "H", "H", "H"],
  "coordinates": [[-1.86165, 5.89168, 1.16236], [-1.92144, 4.60071, 0.87713], [-1.61861, 4.03902, -0.49954], [-1.86529, 2.55991, -0.58201], [-1.02077, 1.56188, -0.08759], [0.28989, 1.85592, 0.64562], [0.48437, 3.15205, 0.91332], [0.24074, 1.21867, 1.83449], [1.56012, 1.32671, -0.14245], [2.11159, 0.31594, 0.52453], [2.47570, 2.27986, -0.25785], [1.22056, 0.92214, -1.36655], [-1.35678, 0.21586, -0.29283], [-0.50042, -0.94865, 0.16011], [-0.46075, -1.32838, 1.28539], [0.18592, -1.48246, -0.87881], [0.23306, -2.91797, -0.85489], [-2.52989, -0.11023, -0.96661], [-2.97962, -1.73904, -1.23883], [-3.36677, 0.88878, -1.42781], [-4.71827, 0.55141, -2.23948], [-4.68636, 0.29225, -3.57630], [-5.84465, 0.47687, -1.50931], [-3.00264, 2.16032, -1.20406], [-3.84595, 3.09442, -1.73244], [-4.75875, 3.71477, -0.75310], [-4.99960, 2.94179, 0.51570], [-1.93716, 6.21604, 2.18988], [-1.71008, 6.64621, 0.40130], [-2.17064, 3.90648, 1.67188], [-2.20008, 4.54630, -1.26416], [-0.57198, 4.22468, -0.72618], [-0.51582, -3.21285, -0.30618], [-4.13957, 0.91572, -4.06810], [-6.61158, 0.29143, -2.06823], [-5.70806, 3.85179, -1.26583], [-4.38248, 4.71609, -0.54361], [-5.71975, 3.48436, 1.12071], [-4.10322, 2.77799, 1.11654], [-5.42809, 1.97019, 0.28544], [-8.71774, 1.27411, 1.04763], [-7.93186, 2.20642, 0.95471], [-9.73462, 1.08882, 0.15477], [-8.64101, 0.35303, 2.05058], [-10.39582, 0.33790, 0.21606], [-9.82711, 1.76033, -0.58379], [-7.91148, 0.46887, 2.72816], [-9.27913, -0.41363, 2.14871], [5.78839, 2.35057, -2.28661], [5.08034, 2.99534, -3.03949], [7.14725, 2.25242, -2.45262], [5.29745, 1.66180, -1.21532], [7.74251, 1.73061, -1.83492], [7.55583, 2.74019, -3.22804], [4.31226, 1.70416, -1.05850], [5.86995, 1.11590, -0.59392], [6.37951, -1.74286, -1.76268], [6.86438, -1.35841, -0.70525], [5.67644, -2.90932, -1.86320], [6.50142, -1.01824, -2.90868], [5.27213, -3.23940, -2.71854], [5.57336, -3.45986, -1.03174], [7.01450, -0.15873, -2.84037], [6.10618, -1.28348, -3.79040], [3.21601, -4.26725, 0.45019], [2.48052, -5.04484, -0.12992], [2.87515, -2.96503, 0.68392], [4.44759, -4.65044, 0.92242], [3.46776, -2.31453, 1.16397], [1.97726, -2.66570, 0.34548], [4.72299, -5.60269, 0.76156], [5.07736, -4.03584, 1.40439], [4.22643, -7.08486, 4.46064], [4.25290, -8.21406, 4.90750], [3.67412, -6.78430, 3.24351], [4.75053, -6.01483, 5.14108], [3.64288, -5.85967, 2.85610], [3.27930, -7.54466, 2.72210], [5.16366, -6.20049, 6.03537], [4.73714, -5.07604, 4.79349]],
  "mulliken_charge": [-1.068, 0.025, -1.515, 0.315, 0.409, 0.448, -0.316, -0.281, 0.905, -0.253, -0.348, -0.243, 1.095, -1.104, -0.438, -0.043, -0.351, 0.561, -0.233, -0.261, 0.714, -0.547, -0.504, 0.631, -0.483, -0.347, -0.764, 0.309, 0.282, 0.282, 0.655, 0.790, 0.385, 0.341, 0.296, 0.442, 0.323, 0.490, 0.192, 0.078, 0.722, -0.635, -0.426, -0.404, 0.165, 0.219, 0.210, 0.165, 0.565, -0.668, -0.441, -0.262, 0.227, 0.216, 0.183, 0.184, 0.775, -0.691, -0.334, -0.340, 0.145, 0.165, 0.163, 0.155, 0.652, -0.689, -0.222, -0.513, 0.126, 0.295, 0.263, 0.173, 0.523, -0.627, -0.297, -0.342, 0.180, 0.187, 0.210, 0.156],
  "e_homo_ev": -11.09,
  "gap_ev": 6.33,
  "e_tot_ev": -84897.8608,
  "lumo_energy_ev": -4.76,
  "charge": 1
}